1.
ORCA calculation (ωB97M-V/def2-TZVPD) on a cluster of 2 separate species, C5H13F2N2 in total.

The LUMO energy comes out at -2.891 eV. The calculation puts the relative energy (zero: lowest compared OMol25 entry of this formula, charge and spin) at 17.91 kJ/mol. The HOMO energy comes out at -14.5 eV. Its charge is +1. The calculation puts the total energy at -13802.58572 eV. The calculation puts the frontier orbital gap at 11.6052 eV.

The geometry in XYZ format:
```
22
C5H13F2N2 | OMol25 | ωB97M-V/def2-TZVPD
C -0.5471 2.7078 -0.5124
C -1.3405 -1.1917 0.3449
C 0.1069 -1.4706 0.6357
C 0.6447 1.9462 -0.0329
C 1.2026 1.0494 -1.0901
N 0.8920 -2.2671 -0.1451
N -1.0928 -2.1566 1.3680
F 0.4450 1.2654 1.1688
F 0.3662 0.0882 -1.5034
H -1.4003 2.4996 0.2406
H -0.3298 3.7011 -0.4806
H -0.9145 2.2563 -1.4315
H -1.5854 -1.5161 -0.5880
H -1.8224 -0.2957 0.7186
H 0.5165 -0.8129 1.4111
H 1.5077 2.6218 0.2631
H 1.5312 1.7005 -1.8628
H 1.6884 -2.6443 0.1762
H 0.7328 -2.4738 -1.0699
H -1.0758 -3.1149 1.1519
H 2.0921 0.4661 -0.7012
H -1.2534 -2.0436 2.3300
```

=====

2.
ORCA calculation (ωB97M-V/def2-TZVPD) on a structure of composition C5H13FN2OP.

The LUMO energy (spin up / spin down) comes out at -3.256 / -3.256 eV. The calculation puts the relative energy (zero: lowest compared OMol25 entry of this formula, charge and spin) at 105.81 kJ/mol. The HOMO energy (spin up / spin down) comes out at -12.9 / -12.9 eV. Its charge is +1. The calculation puts the total energy at -22419.34412 eV. The calculation puts the frontier orbital gap (spin up / spin down) at 9.6873 / 9.6879 eV.

The geometry in XYZ format:
```
23
C5H13FN2OP | OMol25 | ωB97M-V/def2-TZVPD
C 2.6515 0.5650 2.2183
C -2.5538 0.4493 -0.8996
C 0.9489 -1.5149 0.6401
C -0.3884 -0.0888 0.1058
C -1.6702 -0.7451 -0.3456
N 0.3405 0.7348 -0.7342
N -2.1089 0.8041 -2.2293
O 1.6234 0.8656 -0.3629
F -2.2410 -1.4463 0.6945
P 2.2311 -0.3440 0.6768
H 1.7679 1.0323 2.7642
H 3.0990 1.3953 1.7265
H 3.2876 -0.1897 2.6719
H -2.4036 1.3606 -0.1799
H -3.5038 0.0859 -0.8538
H 0.9618 -2.0259 -0.2959
H 0.7158 -2.1401 1.4908
H -0.3528 0.3028 1.1636
H -1.3576 -1.4393 -1.1820
H -2.0543 1.7125 -2.3911
H -2.7474 0.4079 -2.8642
H 0.3093 0.8811 -1.7601
H 3.4448 -0.6632 -0.0540
```